[1]
{"formula": "C4H8ClN", "method": "the ωB97M-V functional and the def2-TZVPD basis", "gap_ha": 0.3504, "e_above_lowest_kcal_mol": 76.8, "multiplicity": 1, "species": ["C", "C", "N", "Cl", "C", "C", "H", "H", "H", "H", "H", "H", "H", "H"], "positions_angstrom": [[-0.242, -1.448, -0.049], [0.251, -0.055, -0.207], [1.924, 0.020, -0.892], [3.066, 0.293, 0.392], [0.111, 0.945, 0.914], [-0.447, 1.179, -0.427], [0.548, -2.212, -0.168], [-1.004, -1.732, -0.784], [-0.631, -1.612, 1.008], [2.160, -0.784, -1.597], [1.035, 1.408, 1.082], [-0.574, 0.733, 1.704], [-1.471, 0.886, -0.450], [-0.169, 2.141, -0.999]], "atomic_forces_ev_per_a": [[-0.65, -1.20, 0.64], [5.46, -0.67, -0.36], [-2.97, -0.32, -0.17], [0.05, -0.89, -0.78], [0.21, -0.90, -0.74], [-1.22, 2.35, -1.57], [-0.08, 0.62, 0.07], [-0.10, 0.15, 0.20], [0.22, 0.24, -1.37], [-0.36, 1.48, 2.53], [0.79, 0.88, 0.78], [0.01, -0.20, 0.60], [-1.15, 0.65, -0.39], [-0.21, -2.20, 0.58]]}

[2]
{"formula": "C70H50NO5P2SW", "method": "the ωB97M-V functional and the def2-TZVPD basis", "gap_ha": [0.2537, 0.2266], "e_above_lowest_kcal_mol": 0.0, "multiplicity": 3, "charge": 1, "s_squared": 2.02, "species": ["W", "O", "S", "C", "C", "C", "C", "C", "C", "C", "C", "C", "C", "P", "C", "C", "C", "C", "C", "C", "C", "C", "C", "C", "C", "C", "C", "C", "C", "C", "C", "C", "C", "C", "C", "C", "C", "C", "P", "C", "C", "C", "C", "C", "C", "C", "C", "C", "C", "C", "C", "C", "C", "H", "H", "H", "H", "H", "H", "H", "H", "H", "H", "H", "H", "H", "H", "H", "H", "H", "H", "H", "H", "H", "H", "H", "H", "H", "H", "H", "H", "H", "H", "H", "H", "H", "H", "H", "H", "O", "C", "C", "C", "C", "C", "C", "C", "O", "N", "O", "O", "H", "H", "H", "H", "C", "C", "C", "C", "C", "C", "C", "C", "C", "C", "C", "C", "C", "C", "C", "H", "H", "H", "H", "H", "H", "H", "H", "H", "H"], "positions_angstrom": [[0.495, 0.133, -0.329], [-1.981, 1.918, 0.946], [-1.728, 0.563, 0.387], [-2.494, -0.541, 1.588], [-3.833, -0.808, 1.433], [-4.617, -1.448, 2.412], [-4.017, -1.810, 3.576], [-4.569, -2.507, 4.793], [-3.355, -2.661, 5.743], [-2.194, -2.075, 4.981], [-0.874, -1.996, 5.305], [-0.006, -1.407, 4.368], [-0.415, -0.894, 3.153], [0.870, -0.244, 2.070], [2.471, -0.798, 2.731], [3.344, 0.104, 3.333], [4.589, -0.321, 3.779], [4.969, -1.644, 3.624], [4.106, -2.548, 3.015], [2.867, -2.125, 2.564], [0.443, 2.430, 3.305], [-0.184, 3.641, 3.025], [-0.601, 4.463, 4.058], [-0.405, 4.078, 5.378], [0.205, 2.865, 5.664], [0.622, 2.040, 4.631], [-1.805, -0.953, 2.787], [-2.637, -1.566, 3.742], [-2.798, 0.386, -1.054], [-3.778, 1.350, -1.078], [-4.708, 1.474, -2.130], [-4.589, 0.623, -3.186], [-5.389, 0.519, -4.461], [-4.630, -0.525, -5.319], [-3.518, -1.022, -4.427], [-2.529, -1.924, -4.656], [-1.600, -2.169, -3.618], [-1.631, -1.544, -2.394], [-0.380, -1.962, -1.130], [0.715, -3.232, -1.874], [2.074, -2.971, -1.994], [2.938, -3.943, -2.486], [2.447, -5.183, -2.861], [1.090, -5.459, -2.729], [0.233, -4.495, -2.231], [-1.292, -3.045, 0.038], [-2.602, -3.459, -0.176], [-3.211, -4.339, 0.711], [-2.516, -4.816, 1.812], [-1.201, -4.420, 2.024], [-0.597, -3.544, 1.137], [-2.625, -0.527, -2.151], [-3.550, -0.334, -3.191], [-4.325, -0.513, 0.520], [-5.665, -1.635, 2.220], [-5.001, -3.472, 4.526], [-5.368, -1.920, 5.248], [-3.166, -3.703, 6.004], [-3.505, -2.125, 6.681], [-0.483, -2.376, 6.239], [1.047, -1.376, 4.616], [3.068, 1.144, 3.446], [5.260, 0.390, 4.242], [5.938, -1.973, 3.973], [4.403, -3.579, 2.885], [2.212, -2.837, 2.079], [-0.373, 3.913, 1.995], [-1.092, 5.400, 3.834], [-0.739, 4.718, 6.184], [0.358, 2.560, 6.691], [1.106, 1.097, 4.860], [-3.812, 2.047, -0.250], [-5.468, 2.243, -2.090], [-5.472, 1.483, -4.961], [-6.406, 0.191, -4.239], [-4.216, -0.074, -6.222], [-5.275, -1.341, -5.643], [-2.434, -2.450, -5.597], [-0.817, -2.887, -3.812], [2.463, -2.009, -1.681], [3.995, -3.732, -2.569], [3.118, -5.939, -3.244], [0.705, -6.432, -3.002], [-0.816, -4.730, -2.100], [-3.159, -3.098, -1.031], [-4.232, -4.653, 0.538], [-2.994, -5.502, 2.499], [-0.648, -4.795, 2.874], [0.435, -3.253, 1.292], [2.339, 0.219, -1.302], [2.666, 0.604, -2.445], [1.769, 1.044, -3.456], [2.312, 1.353, -4.720], [1.481, 1.758, -5.719], [0.094, 1.881, -5.525], [-0.444, 1.613, -4.300], [0.378, 1.197, -3.222], [-0.170, 0.998, -2.068], [2.051, 2.076, -7.037], [3.257, 2.033, -7.151], [1.273, 2.355, -7.924], [3.734, 0.582, -2.686], [3.374, 1.270, -4.903], [-0.522, 2.197, -6.355], [-1.505, 1.717, -4.113], [0.941, 1.578, 2.206], [1.399, 2.090, 1.070], [2.152, 2.853, 0.293], [3.590, 2.956, 0.697], [4.452, 1.873, 0.584], [5.773, 1.995, 0.996], [6.230, 3.192, 1.526], [5.365, 4.273, 1.646], [4.048, 4.159, 1.229], [1.682, 3.517, -0.937], [2.597, 3.923, -1.906], [2.154, 4.514, -3.081], [0.797, 4.717, -3.285], [-0.119, 4.338, -2.308], [0.318, 3.740, -1.141], [4.082, 0.934, 0.191], [6.441, 1.148, 0.907], [7.259, 3.285, 1.846], [5.717, 5.207, 2.062], [3.371, 5.000, 1.318], [3.656, 3.767, -1.745], [2.868, 4.819, -3.834], [0.452, 5.180, -4.200], [-1.177, 4.505, -2.461], [-0.399, 3.426, -0.388]], "atomic_forces_ev_per_a": [[-0.85, -0.56, -0.30], [0.05, -0.37, -0.12], [0.09, 0.25, 0.11], [0.13, -0.02, 0.22], [-0.01, 0.02, 0.08], [-0.02, 0.03, -0.11], [0.02, -0.03, 0.08], [0.03, 0.04, 0.01], [0.01, 0.03, -0.02], [-0.07, -0.04, 0.01], [0.06, 0.04, -0.04], [0.01, -0.07, 0.05], [-0.18, 0.03, -0.03], [0.33, 0.20, 0.03], [0.00, 0.04, -0.01], [0.03, -0.05, 0.04], [-0.05, 0.03, -0.02], [0.00, -0.03, 0.00], [0.02, 0.03, 0.01], [0.02, 0.01, 0.00], [0.02, -0.16, 0.07], [-0.01, 0.02, 0.00], [0.00, -0.02, 0.01], [-0.01, -0.01, -0.01], [0.00, 0.00, -0.02], [-0.01, -0.04, 0.03], [-0.01, 0.01, -0.15], [-0.01, -0.06, 0.02], [-0.02, 0.07, -0.05], [-0.05, -0.04, -0.10], [0.03, 0.06, 0.08], [-0.01, -0.04, -0.08], [0.03, -0.03, 0.02], [0.02, 0.01, 0.02], [-0.08, 0.07, 0.02], [0.09, -0.05, 0.06], [-0.02, -0.05, -0.10], [-0.05, 0.13, 0.15], [-0.01, -0.09, 0.08], [-0.04, 0.01, 0.07], [0.06, 0.13, -0.01], [0.00, 0.00, 0.00], [-0.06, 0.01, 0.00], [0.07, 0.01, 0.00], [-0.05, 0.02, 0.05], [0.06, 0.00, -0.08], [-0.02, 0.01, 0.02], [0.04, 0.02, 0.01], [0.01, 0.03, -0.02], [-0.04, 0.00, -0.01], [0.04, 0.01, -0.02], [0.07, -0.02, 0.09], [-0.04, -0.01, -0.08], [-0.01, 0.05, -0.05], [-0.02, 0.01, 0.00], [0.00, -0.01, -0.02], [-0.01, 0.00, 0.00], [0.00, -0.01, -0.01], [0.00, 0.00, 0.00], [0.00, -0.02, 0.02], [0.00, 0.02, -0.01], [0.01, 0.02, 0.00], [0.01, 0.01, 0.01], [0.01, -0.01, 0.00], [0.00, -0.02, -0.01], [0.00, 0.01, 0.00], [0.01, 0.01, -0.01], [-0.01, 0.02, 0.00], [0.00, 0.01, 0.01], [0.00, 0.00, 0.01], [-0.02, 0.03, -0.01], [-0.02, 0.01, 0.02], [-0.01, 0.01, 0.00], [0.00, 0.01, 0.00], [0.00, 0.00, 0.00], [0.00, 0.00, -0.01], [0.00, -0.01, 0.01], [0.01, -0.01, -0.02], [0.01, -0.03, 0.00], [-0.05, -0.11, 0.00], [0.02, 0.01, -0.01], [0.02, -0.02, -0.01], [-0.01, -0.02, -0.01], [-0.02, 0.01, -0.01], [0.01, 0.02, -0.02], [-0.02, 0.00, -0.01], [0.00, -0.02, 0.01], [0.02, -0.01, 0.02], [-0.03, -0.01, -0.02], [0.43, -0.06, -0.12], [-0.13, 0.02, 0.09], [0.28, -0.07, -0.14], [-0.13, -0.02, 0.13], [0.07, 0.06, -0.12], [-0.04, -0.03, 0.00], [0.01, 0.00, -0.06], [-0.16, 0.02, 0.06], [0.23, 0.07, -0.02], [-0.16, -0.11, 0.21], [0.15, 0.02, -0.05], [-0.04, 0.07, -0.12], [-0.03, 0.02, 0.00], [0.02, -0.01, 0.00], [0.01, 0.00, 0.00], [0.00, 0.00, 0.02], [-0.11, 0.16, -0.22], [0.06, 0.10, 0.55], [0.01, -0.09, -0.19], [-0.07, 0.06, -0.04], [0.00, -0.06, 0.06], [0.01, -0.01, 0.00], [-0.03, 0.02, 0.00], [-0.01, -0.02, -0.02], [0.05, 0.01, -0.05], [0.01, 0.12, 0.02], [-0.05, 0.02, -0.01], [-0.04, 0.03, 0.01], [0.05, 0.02, 0.04], [0.03, 0.02, 0.02], [-0.04, 0.04, 0.00], [0.02, 0.01, 0.00], [0.01, 0.00, 0.00], [0.02, 0.00, 0.01], [0.01, 0.01, 0.01], [-0.01, 0.02, 0.00], [0.04, 0.00, 0.02], [0.02, 0.01, -0.02], [-0.01, 0.01, -0.02], [-0.02, 0.00, 0.00], [0.00, 0.00, -0.01]]}